Record 1
Molecular formula: H21O11
Method: DFT, ωB97M-V/def2-TZVPD

Last column: Löwdin charge in e.
Cartesian coordinates (Å):
O -13.47400 10.58400 0.48800  -0.409
H -13.49200 11.01500 1.36600  0.003
O -14.01100 13.17100 -0.15300  -0.058
H -13.22800 13.65200 -0.45500  0.057
H -13.76300 12.28900 0.12800  -0.019
O -11.36000 11.03700 -1.11600  -0.097
H -11.72900 11.25400 -1.97500  -0.008
H -12.19100 10.81900 -0.59200  -0.015
O -12.54900 11.39500 3.79800  -0.064
H -12.17400 12.16200 3.30300  0.047
H -13.39300 11.75000 4.00800  0.013
O -14.25100 8.31900 1.53600  -0.052
H -13.48200 7.79300 1.61000  0.008
H -13.99300 9.09100 1.05800  -0.071
O -15.56200 11.05200 2.10300  -0.072
H -14.75200 10.99500 1.55100  -0.038
H -15.88800 11.95300 1.91800  0.043
O -13.22200 13.69700 2.39500  -0.050
H -13.42500 13.83800 1.46700  -0.006
H -13.20800 14.61400 2.69500  0.052
O -12.84900 8.30200 -0.96900  -0.009
H -13.65200 8.29100 -1.39600  -0.014
H -12.77800 9.11800 -0.49800  -0.036
O -15.19100 10.20600 -1.37900  -0.045
H -14.48200 10.16100 -0.76200  -0.061
H -15.97700 10.49900 -0.91300  0.047
O -13.29300 12.25500 -2.88900  -0.065
H -13.61400 11.65500 -2.21600  -0.009
H -13.31800 13.12100 -2.43600  0.036
O -11.42500 9.64700 2.11900  -0.076
H -12.13900 9.97300 1.56000  -0.033
H -11.63000 9.86600 3.03300  0.001

net charge: -1

***

Record 2
Molecular formula: H21O11
Method: DFT, ωB97M-V/def2-TZVPD

Last column: Löwdin charge in e.
Cartesian coordinates (Å):
O 2.48131 2.89195 -2.98489  -0.057
H 1.87966 2.27789 -3.43275  0.029
H 2.12383 3.35534 -2.22724  0.027
O -0.63064 2.67546 -3.19202  -0.110
H -0.06184 2.28366 -2.49127  -0.015
H 0.04554 2.91987 -3.93223  0.070
O -2.41800 -4.11518 0.83763  -0.084
H 3.68561 2.58735 2.27265  0.039
H 1.95173 -4.29728 0.83248  -0.013
O 0.45097 1.33397 -0.68800  -0.021
H 1.07127 0.70114 -0.25401  0.006
H 0.72133 2.16334 -0.58309  -0.065
O 0.96565 -1.47936 1.49804  -0.300
H 2.08979 -0.98628 0.99438  0.044
H -2.56775 -0.44236 1.39307  -0.010
O 1.06627 -3.96878 0.96822  -0.165
H 1.12855 -2.89585 0.93108  0.010
H -2.48530 0.91890 2.00884  0.048
O -3.20193 0.25331 1.81199  -0.152
H -2.70662 -3.46310 0.17055  0.028
O 3.96628 2.79417 1.36141  -0.094
H -2.54276 -3.52332 1.58266  0.017
H 3.21584 2.43027 0.78715  0.047
O -4.40731 0.86740 -1.28996  -0.131
H -3.58100 0.31717 -1.07538  0.054
H -4.69344 0.91413 -0.32581  0.043
O 2.47077 -0.07978 0.33299  -0.209
H 1.78695 -1.90074 1.64311  -0.054
H 2.35969 0.63680 0.90868  -0.063
O -1.76948 -1.64017 0.76809  -0.076
H -0.97185 -1.80816 1.44117  0.130
H -1.42310 -1.72177 -0.06754  0.025

net charge: -1

***

Record 3
Molecular formula: H21O11
Method: DFT, ωB97M-V/def2-TZVPD

Last column: Löwdin charge in e.
Cartesian coordinates (Å):
O 2.66838 2.54875 -2.86100  -0.038
H 2.33280 1.84679 -2.33187  -0.013
H 1.89478 3.01187 -3.20520  0.023
O -0.78570 2.68281 -3.43970  0.016
H -0.84884 2.19390 -2.63573  0.012
H -0.35900 3.39353 -3.15915  -0.055
O -2.64214 -4.08506 0.79735  -0.088
H 3.17811 3.21779 1.71630  0.016
H 2.04911 -4.22187 1.37878  -0.031
O 0.70217 1.44755 -0.64810  -0.147
H 1.54883 0.99515 -0.85266  -0.005
H 0.08532 0.75348 -0.14117  0.094
O 0.81422 -1.67143 1.67122  -0.357
H 1.77829 -0.66690 0.83144  0.040
H -3.00077 -0.45837 2.25925  0.064
O 1.17267 -4.18699 1.04082  -0.182
H 0.95263 -3.14390 1.33077  0.023
H -2.31481 0.56725 1.47679  -0.048
O -3.13152 0.42960 1.84722  -0.050
H -2.32869 -3.43608 0.09206  0.049
O 3.66841 2.59675 1.19985  -0.058
H -1.94170 -4.12802 1.41383  -0.011
H 3.59466 3.00285 0.29985  0.056
O -4.31206 0.94474 -0.82607  -0.051
H -3.81738 1.65468 -1.28378  0.044
H -3.62264 0.48605 -0.39351  -0.031
O 2.49018 0.00495 0.47806  -0.136
H 0.25854 -1.03451 2.14658  0.002
H 3.35899 0.21914 0.30315  -0.025
O -1.40167 -1.48965 0.69138  -0.197
H -0.50620 -2.08853 1.04732  0.081
H -1.53495 -1.38632 -0.24410  0.006

net charge: -1

***

Record 4
Molecular formula: H21O11
Method: DFT, ωB97M-V/def2-TZVPD

Last column: Löwdin charge in e.
Cartesian coordinates (Å):
O 0.92573 1.09241 -1.29411  -0.083
H 0.90519 1.07525 -2.26007  0.046
H 0.09635 0.56857 -1.04812  0.047
O -0.58872 0.36884 2.73430  -0.081
H -1.04381 0.80382 2.00650  0.023
H -0.69467 -0.58231 2.45919  0.006
O 0.54713 -0.28581 -3.68479  -0.051
H 1.21361 -0.83025 -3.24955  0.048
H -0.17971 -0.82829 -3.99534  0.048
O -1.23225 -0.37346 -0.53478  -0.210
H -1.05568 -1.06686 0.41104  0.030
H -2.18876 -0.38808 -0.60376  0.025
O -0.02533 -2.89072 -1.72059  -0.117
H -0.37428 -1.99005 -1.60665  -0.017
H 0.25022 -3.08985 -0.79030  -0.008
O 1.03204 -2.78524 0.77263  -0.136
H 1.37543 -3.45688 1.37318  0.035
H 2.58384 -1.09294 -0.31625  -0.017
O 2.96072 -0.28695 -0.67901  -0.148
H 2.12636 0.32420 -0.84288  -0.013
O -1.12758 -1.78266 1.50479  -0.267
H 0.14865 -2.45621 1.23768  -0.003
H -1.68872 -2.56015 1.50269  0.038
O 1.31464 2.10777 2.16263  -0.087
H 0.78868 1.32002 2.43297  0.001
H 1.91214 1.67156 1.52435  0.054
O 0.31218 3.55990 0.04148  -0.113
H 0.54975 3.04907 0.84870  -0.019
H 0.55144 2.88746 -0.61215  -0.018
O -3.44668 2.60334 0.85537  -0.057
H -2.73424 2.02391 1.13603  0.013
H -3.21366 3.29061 0.23479  0.030

net charge: -1

***

Record 5
Molecular formula: H22HeO11
Method: DFT, ωB97M-V/def2-TZVPD

Last column: Löwdin charge in e.
Cartesian coordinates (Å):
He -17.73529 9.08073 -5.46433  0.157
O -17.48425 8.09888 -8.39409  -0.059
H -16.71210 8.09806 -8.95979  0.038
H -17.86637 7.22873 -8.50835  0.062
O -19.93266 9.30464 -3.54975  -0.059
H -20.62320 9.93073 -3.33202  0.053
H -19.94754 9.25369 -4.50547  -0.027
O -14.56953 7.47961 -4.38476  -0.045
H -14.48336 6.61642 -3.98015  0.050
H -14.88328 7.29907 -5.27087  -0.004
O -15.83832 6.33519 -6.70554  -0.040
H -16.17016 7.07604 -7.21274  -0.007
H -16.59592 6.02566 -6.20908  0.053
O -17.67458 11.63916 -5.01536  -0.059
H -18.19436 12.03348 -5.71577  0.055
H -18.28043 11.56826 -4.27769  0.050
O -20.34378 9.25187 -6.41057  -0.065
H -19.90100 9.67185 -7.14800  -0.025
H -20.57610 8.38153 -6.73424  0.055
O -17.64682 9.26479 -2.01390  -0.053
H -18.16378 9.07519 -2.79687  -0.017
H -17.72703 10.21140 -1.89677  0.035
O -14.99908 9.45283 -8.46075  -0.048
H -15.05994 9.73222 -7.54726  0.007
H -15.31336 10.20457 -8.96308  0.038
O -14.70168 9.65840 -2.58599  -0.074
H -14.43225 8.86569 -3.04994  -0.022
H -15.65800 9.64618 -2.62534  -0.025
O -15.40746 11.44019 -6.32970  -0.047
H -15.27584 12.35107 -6.59280  0.044
H -16.17330 11.46437 -5.75601  -0.034
O -19.41651 10.34170 -8.78225  -0.033
H -19.14035 11.08733 -8.24933  0.045
H -18.68549 9.72593 -8.73056  0.003

***

Record 6
Molecular formula: H22O11
Method: DFT, ωB97M-V/def2-TZVPD

Last column: Löwdin charge in e.
Cartesian coordinates (Å):
O -1.03735 0.43540 14.00024  -0.068
H -0.93163 -0.39052 13.50145  -0.007
H -0.85296 1.13278 13.36341  0.029
O -0.96749 -3.60353 8.53260  -0.053
H -0.83454 -3.88018 7.61701  0.054
H -0.40224 -2.82366 8.63888  0.012
O -5.06836 -0.28836 12.28851  -0.075
H -5.74358 -0.76179 11.78745  0.001
H -4.28110 -0.35407 11.73543  -0.007
O -5.84124 -1.60699 9.89856  -0.060
H -5.11744 -2.21372 10.11020  0.036
H -5.78796 -1.49368 8.94317  0.037
O -2.51637 -1.39138 10.44630  -0.036
H -1.71110 -1.43281 10.97573  0.017
H -2.21809 -1.57735 9.54673  -0.002
O 0.18578 -1.63241 12.22968  -0.045
H 0.84602 -2.08527 12.76769  0.066
H 0.69698 -1.04718 11.65390  0.059
O -1.38189 -1.59239 6.05015  -0.070
H -1.63489 -0.90825 5.42197  0.042
H -1.94678 -1.44196 6.82188  -0.017
O -1.82581 -4.55314 12.09666  -0.060
H -2.13142 -5.31354 12.60375  0.032
H -1.87160 -3.81253 12.71263  0.026
O -3.54093 -2.78424 7.72520  -0.059
H -3.01742 -3.27854 8.37942  0.023
H -4.09089 -3.44626 7.29273  0.056
O -2.23147 0.50179 7.97730  -0.045
H -1.97235 1.37915 7.66470  0.076
H -2.97202 0.66192 8.58059  0.075
O 0.22050 -0.75779 8.60121  -0.075
H 0.55487 -1.05791 7.74583  0.041
H -0.57654 -0.22884 8.37287  0.000

***

Record 7
Molecular formula: H22O11
Method: DFT, ωB97M-V/def2-TZVPD

Last column: Löwdin charge in e.
Cartesian coordinates (Å):
O -43.03064 0.86808 13.48415  -0.074
H -42.47576 0.18235 13.08020  -0.020
H -42.97139 1.60732 12.87184  0.028
O -42.99179 -2.78579 9.93335  -0.051
H -43.37673 -2.98893 9.07393  0.061
H -42.96158 -3.62825 10.40790  0.024
O -41.97271 -2.94603 14.55646  -0.045
H -41.08513 -3.31909 14.58423  0.070
H -42.25327 -2.91418 15.47891  0.072
O -39.69307 -2.89026 10.17397  -0.037
H -40.50336 -3.33272 9.89265  0.043
H -39.04406 -3.58949 10.29616  0.061
O -39.62257 -0.11301 9.78196  -0.063
H -39.57841 -0.97731 10.22538  0.018
H -38.74531 0.04387 9.41941  0.074
O -41.59167 -1.07454 11.99678  -0.035
H -41.72184 -1.17511 11.04643  0.019
H -41.35212 -1.95460 12.30045  0.029
O -44.63164 -1.81048 14.21989  -0.046
H -44.98738 -2.69465 14.34782  0.026
H -43.67322 -1.92176 14.18347  -0.015
O -43.12243 -4.73531 12.45473  -0.053
H -43.98301 -5.16190 12.50623  0.048
H -43.09995 -4.12604 13.20647  -0.002
O -40.87044 2.36997 10.22836  -0.069
H -40.58319 1.48135 9.95572  -0.018
H -40.07823 2.91175 10.18987  0.025
O -44.60121 -0.48845 9.16276  -0.071
H -44.03471 -0.84072 9.86101  0.003
H -44.00525 -0.37353 8.41479  -0.001
O -41.91106 -0.51265 8.02111  -0.056
H -41.76871 0.25663 7.46094  0.054
H -41.07591 -0.63281 8.49331  0.003

***

Record 8
Molecular formula: H22O11
Method: DFT, ωB97M-V/def2-TZVPD

Last column: Löwdin charge in e.
Cartesian coordinates (Å):
O -1.55358 0.74172 -2.53511  -0.038
H -0.95209 0.06355 -2.75798  -0.057
H -2.25966 0.36923 -3.05135  0.051
O -1.58202 -0.33849 4.02478  -0.028
H -0.99171 -0.43404 4.75186  0.009
H -1.05941 -0.49427 3.26992  -0.037
O 0.07086 -0.77463 -3.80217  -0.006
H 0.84311 -1.22401 -3.48004  0.018
H 0.36784 -0.24248 -4.50992  0.050
O -0.30936 2.02536 2.27895  -0.048
H -1.03947 2.03562 1.68228  -0.001
H 0.49991 1.95187 1.79190  -0.043
O 1.09376 1.75704 -1.79269  -0.033
H 1.63973 1.88749 -2.57845  0.069
H 0.33608 1.23462 -2.10747  0.018
O 0.10612 -0.75248 0.18653  -0.032
H 0.74431 -0.74971 -0.55564  0.041
H 0.58559 -0.92536 0.97500  0.003
O -2.54010 -2.32445 0.24791  -0.047
H -1.78890 -1.77300 0.42253  -0.031
H -3.24805 -1.79705 0.60091  0.022
O 2.02651 -1.54238 -1.91930  0.014
H 2.87971 -1.23984 -2.18167  0.062
H 2.23811 -2.27055 -1.41137  0.033
O -2.11422 0.51027 0.85666  -0.047
H -2.62353 0.36926 0.10918  -0.006
H -1.23449 0.11255 0.67700  -0.007
O 1.91389 1.57301 0.75789  -0.080
H 2.77110 2.00138 0.96846  0.079
H 1.56172 1.79366 -0.13035  0.012
O 1.00536 -0.73132 2.81092  -0.005
H 1.32311 0.12362 2.70636  -0.002
H 1.28979 -0.93616 3.69449  0.066

***

Result set for relative energy (zero: lowest compared OMol25 entry of this formula, charge and spin): 168.4 450.8 385.9 30.5 95.1 117.3 129.3 175.5 kJ/mol, one per record in the order listed.
Result set for HOMO-LUMO gap: 9.035 8.751 8.944 10.111 9.441 10.300 9.614 9.408 eV, one per record in the order listed.